1.
This record from the OMol25 dataset describes a structure of composition C17H25MoN2O2S8. The level of theory is wB97M-V/def2-TZVPD.

Results
* Kohn-Sham gap (alpha / beta): 5.577 / 5.487 eV
* HOMO level (alpha / beta): -9.30 / -9.41 eV
* charge: +1
* ΔE to the lowest compared entry with this formula, charge and spin: 2.435 eV
* E_LUMO (alpha / beta): -3.7 / -3.9 eV
* 2S+1: 3
* ⟨S²⟩: 2.31

Structure (XYZ):
```
55
Properties=species:S:1:pos:R:3:forces:R:3
Mo -0.3992 -0.7107 -0.5143 -0.897 -0.817 -0.178
C -0.5167 0.4685 -3.7165 -0.030 0.168 0.089
C 0.1951 -0.8636 -3.8415 0.154 -0.387 0.107
S -0.5493 -2.0156 -2.6163 0.046 0.148 -0.247
C 0.7280 -3.3108 -2.3875 -0.146 0.254 -0.267
C 0.5054 -3.9813 -1.0474 -0.081 -0.105 0.238
S 0.3215 -2.8644 0.3973 0.389 0.179 -0.440
C 2.0666 -2.5349 0.8767 -0.378 -0.321 -0.079
C 2.8687 -1.5446 0.0415 0.231 0.153 -0.446
S 1.8872 -0.6225 -1.2168 0.723 0.347 0.353
C 2.3003 1.1544 -1.0814 -0.015 -0.421 0.083
C 1.4357 1.8268 -2.1322 -0.355 -0.035 -0.118
S -0.3477 1.2987 -2.0960 0.434 -0.471 0.020
H -1.5947 0.3239 -3.8218 0.033 0.159 -0.047
H -0.1716 1.1798 -4.4677 -0.096 -0.089 -0.087
H 1.2706 -0.7777 -3.6767 -0.061 -0.022 -0.151
H 0.0110 -1.2820 -4.8308 0.065 0.059 -0.052
H 1.7146 -2.8512 -2.4624 -0.005 -0.097 -0.096
H 0.5930 -4.0315 -3.1955 0.161 -0.035 0.076
H 1.3101 -4.6764 -0.8088 0.011 -0.060 -0.090
H -0.4448 -4.5193 -1.0559 0.135 0.015 0.042
H 2.5536 -3.5101 0.8963 0.157 0.094 0.106
H 1.9671 -2.1917 1.9067 0.053 -0.052 -0.023
H 3.6229 -2.0645 -0.5527 0.045 0.077 0.202
H 3.3621 -0.7927 0.6549 0.086 -0.070 0.059
H 3.3579 1.2972 -1.3045 -0.024 0.038 0.063
H 2.0646 1.4912 -0.0721 0.124 0.069 -0.128
H 1.8052 1.6097 -3.1330 0.057 0.090 -0.034
H 1.4228 2.9058 -1.9831 0.089 -0.035 -0.048
S -3.6707 -0.4192 -1.9373 0.284 -0.056 0.218
C -2.6282 -1.3090 -0.7968 -0.178 0.270 -0.158
S -2.7401 -3.0212 -0.9395 -0.362 -0.813 -0.130
S -3.3740 1.4704 -1.5515 -0.591 0.152 -0.249
N 1.4701 4.4109 4.0979 0.143 -0.431 -0.176
C 0.3006 4.1616 3.4898 -0.512 1.466 0.656
S -0.9690 5.2063 3.6611 0.183 -0.156 0.055
C 0.1634 2.9579 2.6748 -0.057 -1.207 -0.709
C 1.0140 1.8482 2.7638 -0.234 0.410 -0.013
C 0.8095 0.7681 1.9290 0.237 -0.285 0.175
N -0.1501 0.7067 1.0033 0.500 0.926 0.979
C -1.0108 1.7323 0.9716 -0.231 0.404 0.013
C -0.8922 2.8478 1.7622 0.320 0.124 0.323
H 1.5425 5.2515 4.6496 0.042 -0.082 -0.027
H 2.2874 3.8437 3.9492 0.019 0.093 0.046
H 1.8108 1.8023 3.4909 0.059 -0.058 0.034
H 1.4365 -0.1082 1.9971 0.118 0.003 0.078
H -1.8252 1.6691 0.2606 -0.004 -0.048 0.006
H -1.6110 3.6479 1.6791 -0.029 0.040 -0.013
C -4.1563 -0.7151 2.4888 -0.007 -0.069 0.511
O -3.9308 -0.6547 1.0779 -0.007 0.157 -0.235
C -2.7520 -1.0371 0.6414 -1.140 -0.211 0.065
O -1.7998 -1.2624 1.3855 0.651 0.374 -0.219
H -4.7928 0.1274 2.7510 0.036 -0.080 -0.055
H -3.2115 -0.6777 3.0333 -0.171 0.085 -0.055
H -4.6602 -1.6601 2.7074 0.027 0.159 -0.027
```
Forces are in eV/Å.

Population analysis type natural (NBO), resulting atomic charges in e: 0.028, -0.533, -0.557, 0.497, -0.541, -0.551, 0.542, -0.571, -0.535, 0.435, -0.521, -0.544, 0.441, 0.266, 0.247, 0.223, 0.251, 0.217, 0.255, 0.239, 0.279, 0.248, 0.240, 0.245, 0.242, 0.250, 0.232, 0.236, 0.257, 0.410, -0.630, -0.235, -0.259, -0.747, 0.066, -0.078, -0.064, -0.181, 0.021, -0.445, 0.013, -0.178, 0.428, 0.392, 0.220, 0.197, 0.246, 0.269, -0.269, -0.483, 0.774, -0.609, 0.208, 0.206, 0.207

---

2.
This record from the OMol25 dataset describes a structure of composition C29H26ClN3O5ReSbSe4. The level of theory is wB97M-V/def2-TZVPD.

Results
* Kohn-Sham gap: 5.050 eV
* HOMO level: -12.64 eV
* charge: +2
* ΔE to the lowest compared entry with this formula, charge and spin: 0.352 eV
* E_LUMO: -7.6 eV

Structure (XYZ):
```
70
Properties=species:S:1:pos:R:3:forces:R:3
Re 1.6035 0.5362 -1.0453 -0.018 0.505 -0.115
Cl -0.5497 0.8127 -8.2632 0.002 0.003 -0.007
C 0.0846 0.7865 -6.6693 0.008 0.003 -0.004
C 1.3608 1.2876 -6.4239 -0.020 -0.003 -0.030
C 1.8862 1.2765 -5.1427 -0.015 -0.017 0.086
C 1.1211 0.7530 -4.1135 -0.182 -0.012 -0.215
O 1.6104 0.7489 -2.8529 0.316 -0.017 0.149
C -0.1585 0.2421 -4.3444 0.090 0.035 -0.013
C -0.9439 -0.3199 -3.2559 -0.010 -0.002 0.009
O -0.5599 -0.4104 -2.0994 0.050 0.026 0.009
C -0.6758 0.2654 -5.6354 -0.003 -0.005 -0.003
H 1.9387 1.6878 -7.2456 0.008 0.003 0.003
H 2.8759 1.6625 -4.9397 0.003 0.002 -0.002
H -1.9464 -0.6882 -3.5161 -0.001 -0.001 0.006
H -1.6661 -0.1239 -5.8360 -0.004 -0.006 0.017
C 0.2292 -2.8456 5.6260 0.002 -0.006 0.001
O -0.1289 -2.2285 4.3875 0.008 0.008 -0.004
C -1.3641 -1.6817 4.2930 -0.012 0.015 -0.042
C -2.3049 -1.6291 5.3105 0.005 -0.003 0.005
C -3.5487 -1.0589 5.0699 0.002 0.007 -0.005
C -3.8723 -0.5581 3.8204 -0.011 0.009 -0.009
C -2.9419 -0.6201 2.7927 -0.029 -0.012 0.006
C -1.6871 -1.1563 3.0342 -0.021 0.041 0.109
N -0.6890 -1.2819 2.0285 0.009 -0.109 -0.054
C -0.3304 -0.3739 1.1226 -0.075 0.114 0.077
N -0.8301 0.8546 1.2149 0.066 -0.027 0.023
C -0.7024 1.9521 0.3356 0.061 -0.014 -0.017
C 0.2978 2.0691 -0.6264 -0.251 -0.085 0.165
C 0.3027 3.2367 -1.4086 0.062 -0.095 -0.087
C -0.6405 4.2298 -1.2231 -0.045 0.010 0.022
C -1.6018 4.1196 -0.2269 0.007 0.008 -0.014
C -1.6328 2.9797 0.5604 0.032 -0.015 -0.009
O -2.5095 2.7446 1.5639 0.000 -0.011 -0.006
C -3.4797 3.7514 1.8640 -0.012 0.008 0.004
N 0.5523 -0.7031 0.1539 0.019 0.070 0.074
C 0.7617 -2.0683 -0.2103 0.135 0.163 -0.063
C -0.2020 -3.0665 -0.2403 0.065 -0.128 0.034
C 0.1535 -4.3317 -0.6913 0.008 0.014 0.012
C 1.4408 -4.5962 -1.1357 0.018 0.016 -0.005
C 2.3973 -3.5872 -1.1631 -0.005 -0.038 0.019
C 2.0279 -2.3412 -0.7113 -0.099 0.088 0.048
O 2.8580 -1.2064 -0.7894 -0.134 -0.464 -0.080
C 4.2398 -1.4309 -0.3678 0.027 0.022 -0.015
H 1.2314 -3.2365 5.4845 -0.003 -0.002 0.002
H -0.4540 -3.6620 5.8625 0.002 0.002 0.001
H 0.2329 -2.1138 6.4345 -0.002 0.001 0.000
H -2.0797 -2.0291 6.2878 0.006 -0.001 0.003
H -4.2736 -1.0215 5.8713 -0.002 0.000 0.002
H -4.8508 -0.1395 3.6326 -0.007 -0.004 0.010
H -3.2077 -0.2664 1.8040 0.020 -0.018 -0.010
H -0.0928 -2.0947 2.1159 0.007 0.014 -0.008
H -1.4284 1.0323 2.0151 -0.001 -0.001 -0.014
H 1.0332 3.3523 -2.2004 -0.001 0.023 0.008
H -0.6232 5.1123 -1.8484 0.006 0.001 -0.004
H -2.3210 4.9113 -0.0788 0.003 0.005 0.003
H -4.0566 3.3662 2.6982 0.001 0.006 0.000
H -4.1358 3.9190 1.0093 0.004 -0.001 0.001
H -2.9923 4.6830 2.1533 0.001 -0.002 0.001
H -1.2131 -2.8679 0.0851 -0.006 0.000 -0.021
H -0.5896 -5.1169 -0.7044 -0.010 0.004 0.001
H 1.7000 -5.5842 -1.4889 0.005 0.001 0.001
H 3.3922 -3.7728 -1.5436 -0.001 0.004 -0.005
H 4.2316 -2.1683 0.4311 0.004 0.001 0.001
H 4.6290 -0.4761 -0.0307 -0.003 0.005 0.009
H 4.8101 -1.7729 -1.2273 -0.006 -0.016 0.007
Se 3.3456 4.2274 -0.2584 -0.061 -0.063 0.081
Sb 3.1276 3.2500 1.9523 -0.025 -0.002 -0.108
Se 2.5380 0.9640 1.3893 -0.001 -0.093 0.001
Se 3.5874 2.2047 -1.6250 0.042 0.036 -0.079
Se 5.6835 1.6113 -1.2212 -0.027 0.001 0.033
```
Forces are in eV/Å.

Population analysis type natural (NBO), resulting atomic charges in e: 1.230, 0.091, -0.041, -0.155, -0.230, 0.369, -0.591, -0.232, 0.475, -0.571, -0.142, 0.258, 0.252, 0.167, 0.249, -0.258, -0.520, 0.370, -0.289, -0.163, -0.223, -0.222, 0.015, -0.552, 0.701, -0.579, 0.132, -0.294, -0.243, -0.182, -0.263, 0.288, -0.512, -0.255, -0.604, 0.148, -0.235, -0.187, -0.178, -0.230, 0.207, -0.527, -0.262, 0.212, 0.194, 0.191, 0.239, 0.237, 0.234, 0.226, 0.442, 0.459, 0.216, 0.239, 0.243, 0.218, 0.194, 0.193, 0.239, 0.243, 0.245, 0.247, 0.211, 0.240, 0.218, -0.176, 0.975, -0.347, 0.270, -0.316

---

3.
This record from the OMol25 dataset describes a structure of composition C6H13O3Sm. The level of theory is wB97M-V/def2-TZVPD.

Results
* Kohn-Sham gap (alpha / beta): 6.611 / 6.913 eV
* HOMO level (alpha / beta): -10.24 / -10.57 eV
* charge: +1
* ΔE to the lowest compared entry with this formula, charge and spin: 0.495 eV
* E_LUMO (alpha / beta): -3.6 / -3.7 eV
* 2S+1: 7
* ⟨S²⟩: 12.01

Structure (XYZ):
```
23
Properties=species:S:1:pos:R:3:forces:R:3
C -2.6267 -0.0223 0.1280 -0.073 -0.013 0.625
O -1.9273 0.3327 -1.0520 -0.332 -0.041 -0.188
C -1.3748 1.6362 -1.0813 0.097 0.525 -0.310
C -0.1348 1.7602 -0.2231 0.088 0.388 0.732
O 0.6549 0.6031 -0.4232 -0.167 -0.332 -0.710
C 1.9085 0.5431 0.2406 0.255 1.018 0.852
C 2.2449 -0.8748 0.6565 0.443 -0.637 -0.104
O 1.1817 -1.6178 1.1718 -0.420 0.322 0.248
C 0.5850 -2.6154 0.2927 0.530 -1.433 1.285
Sm -0.3088 -1.4070 -1.3710 -0.388 0.357 -2.524
H -3.4449 0.6909 0.3045 0.167 -0.370 0.091
H -3.0088 -1.0374 -0.0255 -0.249 0.253 -0.008
H -2.1419 2.3468 -0.7351 0.324 0.032 -0.375
H -1.0912 1.7993 -2.1329 -0.364 0.144 0.316
H -0.3993 1.8198 0.8432 0.133 0.059 -0.149
H 0.4338 2.6621 -0.4970 -0.256 -0.148 0.059
H 1.8568 1.1682 1.1457 -0.115 -0.061 -0.267
H 2.6871 0.9593 -0.4171 -0.130 -0.125 0.222
H 2.9643 -0.7929 1.4847 0.219 -0.024 -0.529
H 2.7117 -1.3855 -0.2058 0.040 -0.137 0.318
H 1.3405 -3.3680 -0.0033 -0.003 0.009 0.410
H -0.1708 -3.1313 0.9127 0.429 0.001 0.025
H -1.9401 -0.0692 0.9871 -0.227 0.212 -0.020
```
Forces are in eV/Å.

Population analysis type Löwdin, resulting atomic charges in e: -0.072, -0.378, -0.166, -0.164, -0.307, -0.158, -0.234, -0.241, -0.417, 1.557, 0.120, 0.101, 0.151, 0.145, 0.145, 0.153, 0.142, 0.145, 0.146, 0.127, 0.049, 0.049, 0.108